Molecular formula: C39H35ClCrN2Si2
Method: DFT, ωB97M-V/def2-TZVPD

Results
Frontier orbital gap (alpha / beta): 4.8541 / 6.0430 eV
Energy above the lowest of the compared OMol25 structures with the same formula, charge and spin: 0.0 kcal per mole
<S²>: 6.046
HOMO (alpha / beta): -5.9 / -7.2 eV
E_tot: -3700.26487 Eh

Geometry as ORCA input:
```
! wB97M-V def2-TZVPD RIJCOSX def2/J DEFGRID3
* xyz 0 5
C 0.175 4.452 1.958
C 0.770 3.792 0.832
C -0.280 3.141 0.085
H 1.793 3.934 0.472
C -1.491 3.274 0.875
C -1.196 4.136 1.988
H -1.937 4.550 2.669
H 0.686 5.146 2.627
H -0.223 2.758 -0.930
H -2.485 2.980 0.532
Cr -0.038 1.791 1.758
Si -0.119 -1.038 0.015
C 1.711 -0.524 -0.502
C 2.691 -1.504 -0.247
H 2.452 -2.323 0.431
C 3.917 -1.487 -0.924
H 4.561 -2.369 -0.878
C 4.311 -0.348 -1.643
H 5.303 -0.325 -2.119
C 3.420 0.730 -1.728
H 3.745 1.634 -2.255
C 2.130 0.652 -1.158
H 1.481 1.535 -1.241
C -1.383 0.068 -0.943
C -1.166 0.488 -2.274
H -0.173 0.420 -2.730
C -2.240 0.940 -3.067
H -2.085 1.152 -4.136
C -3.503 1.141 -2.495
H -4.315 1.586 -3.084
C -3.718 0.776 -1.160
H -4.727 0.846 -0.730
C -2.642 0.327 -0.373
H -2.811 0.123 0.690
H 0.116 0.229 1.014
Si -0.478 -2.826 -1.311
C -2.011 -2.988 -2.350
C -1.899 -3.395 -3.693
H -0.931 -3.735 -4.075
C -3.027 -3.353 -4.521
H -2.917 -3.639 -5.567
C -4.266 -2.954 -4.011
H -5.156 -2.974 -4.649
C -4.364 -2.556 -2.671
H -5.301 -2.147 -2.284
C -3.275 -2.684 -1.813
H -3.373 -2.519 -0.730
C 0.960 -3.378 -2.338
C 1.409 -2.416 -3.258
H 0.937 -1.422 -3.274
C 2.463 -2.722 -4.103
H 2.832 -1.940 -4.761
C 3.007 -4.015 -4.098
H 3.766 -4.268 -4.835
C 2.579 -4.963 -3.166
H 3.010 -5.959 -3.151
C 1.582 -4.639 -2.238
H 1.267 -5.343 -1.458
H -0.521 -3.778 -0.178
Cl -0.710 -1.937 1.883
C 3.872 2.392 3.480
C 3.592 2.479 4.847
C 2.284 2.234 5.282
C 1.279 1.950 4.346
N 1.581 1.872 3.009
C 2.856 2.056 2.591
C -0.125 1.784 4.673
C -0.633 1.838 5.978
C -2.013 1.807 6.175
C -2.846 1.710 5.054
C -2.293 1.615 3.779
N -0.950 1.632 3.589
H 4.865 2.603 3.090
H 4.370 2.719 5.571
H 1.998 2.240 6.333
H 3.034 1.940 1.530
H 0.081 1.884 6.794
H -2.423 1.844 7.178
H -3.934 1.721 5.146
H -2.912 1.549 2.879
*
```

Atomic partial charges in e from the Mulliken method, atoms 1 to 4:
1 C -0.4961
2 C -0.8621
3 C -0.9790
4 H 0.5997

=====

Molecular formula: C39H36BN9O2S2Se4Tc
Method: DFT, ωB97M-V/def2-TZVPD

Results
Frontier orbital gap (alpha / beta): 6.1736 / 6.1436 eV
Energy above the lowest of the compared OMol25 structures with the same formula, charge and spin: 0.0 kcal per mole
<S²>: 0.805
HOMO (alpha / beta): -7.2 / -7.1 eV
E_tot: -12658.98017 Eh

Geometry as ORCA input:
```
! wB97M-V def2-TZVPD RIJCOSX def2/J DEFGRID3
* xyz 0 2
Tc 0.641 1.236 -0.449
C -2.654 -0.167 3.603
C -1.400 -0.285 2.806
C -0.414 -1.244 2.891
C 0.558 -0.888 1.950
N 0.144 0.204 1.293
N -1.030 0.594 1.858
B -1.686 1.942 1.518
N -0.615 3.056 1.570
N 0.388 3.054 0.652
C 0.995 4.245 0.737
C 0.385 5.007 1.739
C -0.637 4.224 2.235
C -1.633 4.532 3.300
C 2.101 4.674 -0.131
C 3.257 5.213 0.423
C 4.300 5.623 -0.394
C 4.192 5.509 -1.773
C 3.030 4.997 -2.334
C 1.993 4.587 -1.515
N -2.280 1.925 0.103
N -1.462 1.716 -0.951
C -2.225 1.727 -2.045
C -3.561 1.932 -1.683
C -3.554 2.059 -0.308
C -4.691 2.297 0.626
C -1.708 1.539 -3.407
C -2.355 0.650 -4.264
C -1.857 0.415 -5.535
C -0.713 1.072 -5.970
C -0.076 1.974 -5.131
C -0.574 2.207 -3.859
C 1.905 -1.494 1.911
C 2.479 -1.800 3.150
C 3.737 -2.368 3.237
C 4.458 -2.632 2.080
C 3.901 -2.329 0.850
C 2.632 -1.771 0.762
H -2.709 -0.998 4.304
H -3.537 -0.206 2.963
H -2.689 0.765 4.166
H -0.389 -2.092 3.552
H -2.545 2.170 2.312
H 0.640 6.009 2.038
H -1.392 5.490 3.756
H -1.632 3.769 4.078
H -2.644 4.590 2.894
H 3.351 5.282 1.500
H 5.203 6.024 0.047
H 5.009 5.823 -2.409
H 2.933 4.914 -3.409
H 1.076 4.207 -1.946
H -4.409 2.009 -2.342
H -5.624 2.306 0.065
H -4.591 3.253 1.141
H -4.756 1.519 1.387
H -3.222 0.107 -3.911
H -2.353 -0.297 -6.181
H -0.320 0.879 -6.960
H 0.815 2.490 -5.461
H -0.076 2.914 -3.209
H 1.936 -1.573 4.059
H 4.157 -2.592 4.209
H 5.450 -3.062 2.139
H 4.447 -2.532 -0.063
H 2.199 -1.591 -0.210
Se 2.968 1.493 -0.346
Se 4.024 0.054 -1.906
Se 2.310 -0.595 -3.292
Se 0.365 -0.514 -2.061
N 1.076 -7.789 2.452
C 0.917 -6.925 1.386
C -0.225 -6.988 0.583
C -0.408 -6.088 -0.450
C 0.544 -5.108 -0.695
C 1.701 -5.065 0.071
C 1.886 -5.954 1.108
S 0.322 -3.924 -1.981
O 1.622 -3.587 -2.494
O -0.690 -4.450 -2.860
N -0.202 -2.559 -1.248
C -1.515 -2.402 -0.898
S -2.721 -3.657 -0.783
C -3.868 -2.485 -0.261
C -3.292 -1.263 -0.241
N -1.971 -1.214 -0.598
H 0.541 -8.640 2.435
H 2.008 -7.897 2.814
H -0.970 -7.752 0.772
H -1.277 -6.163 -1.087
H 2.460 -4.335 -0.162
H 2.786 -5.904 1.710
H -4.886 -2.753 -0.035
H -3.798 -0.343 0.016
*
```

Atomic partial charges in e from the Mulliken method, atoms 1 to 4:
1 Tc -0.1103
2 C -1.5733
3 C 0.8591
4 C -1.1441

=====

Molecular formula: C39H36CdN5O6S
Method: DFT, ωB97M-V/def2-TZVPD

Results
Frontier orbital gap: 7.5253 eV
Energy above the lowest of the compared OMol25 structures with the same formula, charge and spin: 10.4 kcal per mole
HOMO: -5.3 eV
E_tot: -2799.11688 Eh

Geometry as ORCA input:
```
! wB97M-V def2-TZVPD RIJCOSX def2/J DEFGRID3
* xyz -1 1
Cd 0.140 0.139 0.938
O 0.621 3.895 -2.105
C 1.869 4.261 -1.774
C 2.504 5.245 -2.536
C 3.790 5.641 -2.229
C 4.470 5.068 -1.157
C 3.846 4.096 -0.398
C 2.547 3.679 -0.689
C 1.860 2.639 0.121
O 0.675 2.324 -0.177
N 2.565 2.161 1.157
N 1.938 1.177 1.803
C 2.359 0.824 2.961
C 1.637 -0.189 3.721
C 2.082 -0.610 4.976
C 1.316 -1.506 5.698
C 0.130 -1.976 5.151
C -0.230 -1.528 3.890
N 0.495 -0.661 3.202
H 0.369 3.186 -1.455
H 1.960 5.681 -3.364
H 4.270 6.409 -2.824
H 5.479 5.380 -0.920
H 4.343 3.632 0.442
H 3.219 1.312 3.414
H 3.014 -0.219 5.367
H 1.637 -1.830 6.680
H -0.501 -2.670 5.689
H -1.139 -1.876 3.408
C -3.622 3.799 -0.379
C -4.021 3.360 1.028
N -4.233 1.920 1.097
C -5.495 1.411 0.572
C -6.405 0.913 1.692
C -3.216 1.048 1.337
S -1.749 1.621 2.020
N -3.496 -0.234 1.145
C -2.735 -1.133 0.540
O -1.757 -0.884 -0.202
C -3.135 -2.558 0.756
C -4.460 -2.892 1.029
C -4.820 -4.216 1.222
C -3.856 -5.214 1.154
C -2.536 -4.884 0.879
C -2.173 -3.561 0.671
H -3.464 4.877 -0.418
H -4.390 3.534 -1.109
H -2.691 3.303 -0.658
H -4.941 3.857 1.348
H -3.230 3.621 1.723
H -5.296 0.599 -0.125
H -5.985 2.220 0.029
H -5.913 0.103 2.230
H -7.347 0.546 1.279
H -6.622 1.718 2.395
H -5.197 -2.102 1.082
H -5.854 -4.471 1.423
H -4.137 -6.249 1.311
H -1.785 -5.661 0.817
H -1.146 -3.295 0.445
O 0.633 -0.262 -1.427
C 1.463 -1.429 -1.564
C 1.000 -2.513 -0.502
O 1.010 -3.696 -0.831
O 0.692 -2.033 0.629
C 2.895 -1.025 -1.240
C 3.716 -1.814 -0.440
C 5.029 -1.439 -0.195
C 5.540 -0.280 -0.760
C 4.730 0.499 -1.572
C 3.414 0.135 -1.805
C 1.410 -1.957 -2.985
C 2.211 -3.033 -3.362
C 2.178 -3.514 -4.660
C 1.349 -2.928 -5.608
C 0.554 -1.856 -5.240
C 0.582 -1.375 -3.938
H -0.288 -0.586 -1.400
H 3.325 -2.729 -0.011
H 5.651 -2.053 0.446
H 6.564 0.016 -0.567
H 5.123 1.405 -2.015
H 2.785 0.746 -2.442
H 2.860 -3.492 -2.630
H 2.807 -4.352 -4.935
H 1.326 -3.305 -6.623
H -0.090 -1.382 -5.972
H -0.030 -0.524 -3.671
*
```

Atomic partial charges in e from the Mulliken method, atoms 1 to 4:
1 Cd 3.5096
2 O -0.7592
3 C -0.0166
4 C -0.6206

=====

no.,strongest force on any atom (hartree/bohr)
1,0.06861
2,0.01414
3,0.01116